Model one:
DFT (wB97M-V/def2-TZVPD) results for a cluster of 2 separate species, C5H13BrN in total.

Structure (XYZ):
```
20
C5H13BrN | OMol25 | wB97M-V/def2-TZVPD
C -1.094 0.880 1.214
C 1.381 2.165 -0.415
C -0.624 -2.392 -0.635
C -0.759 -0.021 0.082
C 1.214 0.753 -0.821
N -0.472 -1.402 0.451
Br 2.467 -0.476 -0.048
H -2.097 0.670 1.597
H -1.097 1.912 0.876
H -0.386 0.778 2.034
H 1.378 2.282 0.663
H 0.605 2.782 -0.860
H 2.343 2.534 -0.780
H -1.622 -2.336 -1.062
H 0.112 -2.208 -1.413
H -0.469 -3.396 -0.242
H -1.373 0.065 -0.804
H 1.034 0.531 -1.862
H -1.067 -1.677 1.245
H 0.526 -1.442 0.778
```

Calculated values
2S+1 = 1
total charge = +1
LUMO energy = -3.391 eV
HOMO level = -13.17 eV
molecular weight = 167.07 Da
frontier orbital gap = 0.3594 Ha

Model two:
DFT (wB97M-V/def2-TZVPD) results for a cluster of 2 separate species, C5H13BrN in total.

Structure (XYZ):
```
20
C5H13BrN | OMol25 | wB97M-V/def2-TZVPD
C -1.764 1.123 0.236
C 4.378 1.009 -0.012
C -2.399 -1.977 -0.147
C -1.006 0.027 -0.439
C 2.958 0.848 -0.211
N -1.105 -1.282 0.205
Br 2.235 -0.909 0.038
H -2.849 1.275 -0.241
H -1.395 2.028 -0.020
H -1.702 0.838 1.359
H 4.754 1.916 -0.580
H 4.843 0.127 -0.321
H 4.446 1.428 0.935
H -2.145 -3.009 -0.119
H -3.142 -1.778 0.476
H -2.603 -1.712 -1.135
H -1.084 -0.188 -1.572
H 2.269 1.608 -0.024
H -1.229 -1.288 1.236
H -0.243 -1.926 -0.050
```

Calculated values
2S+1 = 1
total charge = +1
LUMO energy (spin up / spin down) = -3.248 / -4.680 eV
HOMO level (spin up / spin down) = -13.25 / -11.09 eV
molecular weight = 167.07 Da
frontier orbital gap (spin up / spin down) = 0.3677 / 0.2356 Ha

Model three:
DFT (wB97M-V/def2-TZVPD) results for the ion C5H13BrN with charge +1.

Structure (XYZ):
```
20
C5H13BrN | OMol25 | wB97M-V/def2-TZVPD
C 0.642 1.353 1.421
C 0.344 -1.539 -1.001
C -0.424 0.771 -1.032
C 0.717 -0.037 0.969
C -1.592 -0.713 0.400
N -0.139 -0.400 -0.241
Br -1.534 -2.191 1.645
H 1.437 1.600 2.178
H 1.039 2.019 0.590
H -0.292 1.675 1.757
H 0.495 -2.347 -0.296
H -0.327 -1.811 -1.837
H 1.283 -1.393 -1.468
H 0.379 1.371 -0.814
H -0.451 0.588 -2.117
H -1.507 1.100 -0.808
H 0.426 -0.614 1.773
H 1.796 -0.270 0.761
H -1.865 0.191 1.008
H -2.368 -0.833 -0.310
```

Calculated values
2S+1 = 1
total charge = +1
LUMO energy = -2.856 eV
structure (SMILES) = CC[N+](C)(C)CBr
HOMO level = -14.70 eV
molecular weight = 167.07 Da
frontier orbital gap = 0.4352 Ha

Result of the stability comparison: model three is the most stable of them.

Model one:
DFT (wB97M-V/def2-TZVPD) results for a structure of composition C8H12O.

Structure (XYZ):
```
21
C8H12O | OMol25 | wB97M-V/def2-TZVPD
C -0.155 0.908 1.071
C 0.510 1.378 -1.405
C 1.931 -1.416 0.733
C -1.300 0.266 0.350
C 0.530 0.506 -0.194
C -0.864 -1.293 0.013
C 0.953 -0.871 -0.289
C -2.485 0.799 0.040
O -1.004 -2.040 1.010
H -1.392 -1.515 -0.935
H 0.128 0.353 1.961
H -0.228 1.980 1.237
H 1.249 -1.140 -1.302
H 0.056 0.865 -2.255
H -0.027 2.312 -1.242
H 1.550 1.580 -1.685
H -2.813 1.745 0.456
H -3.190 0.272 -0.591
H 1.475 -1.500 1.718
H 2.270 -2.414 0.458
H 2.807 -0.774 0.851
```

Calculated values
2S+1 = 1
LUMO energy (spin up / spin down) = -0.555 / -0.555 eV
HOMO level (spin up / spin down) = -8.07 / -8.07 eV
molecular weight = 124.18 Da
frontier orbital gap (spin up / spin down) = 0.2762 / 0.2761 Ha

Model two:
DFT (wB97M-V/def2-TZVPD) results for the molecule C8H12O.

Structure (XYZ):
```
21
C8H12O | OMol25 | wB97M-V/def2-TZVPD
C 2.123 0.099 -0.103
C 1.124 -0.752 -0.018
C -1.526 -0.430 -0.308
C -0.262 -0.140 0.333
C 3.128 0.906 -0.290
C 1.219 -2.251 0.186
C -2.696 0.507 -0.535
C -0.209 1.234 1.088
O -1.242 -1.006 0.917
H -1.330 -1.266 -1.115
H 3.564 1.226 -1.233
H 3.535 1.332 0.575
H 2.292 -2.529 -0.095
H 0.382 -2.740 -0.418
H 0.969 -2.346 1.233
H -3.690 -0.129 -0.539
H -2.590 1.134 -1.434
H -3.003 1.128 0.363
H -1.061 1.268 1.757
H -0.150 2.088 0.266
H 0.721 1.221 1.739
```

Calculated values
2S+1 = 1
LUMO energy = 0.949 eV
structure (SMILES) = C=C=C(C)[C@]1(C)O[C@H]1C
HOMO level = -9.02 eV
molecular weight = 124.18 Da
frontier orbital gap = 0.3663 Ha

Result of the stability comparison: model two is the most stable of them.

Model one:
DFT (wB97M-V/def2-TZVPD) results for the molecule C8H12O.

Structure (XYZ):
```
21
C8H12O | OMol25 | wB97M-V/def2-TZVPD
C -0.782 -1.322 0.367
C -1.163 -0.369 -0.787
C -0.288 -0.080 1.143
C -0.813 0.877 0.120
C -0.173 0.688 -1.211
C 1.207 0.172 1.313
C -0.754 1.527 -2.372
C 2.091 -0.867 2.022
O 1.764 1.069 0.751
H -1.561 -1.794 0.833
H -0.108 -2.025 0.050
H -2.186 -0.476 -1.297
H -0.559 -0.049 2.145
H -1.414 1.681 0.531
H -0.479 2.502 -2.190
H -1.762 1.549 -2.239
H -0.645 1.153 -3.350
H 1.380 -1.457 2.639
H 2.702 -0.289 2.654
H 2.671 -1.406 1.126
H 0.786 0.473 -1.335
```

Calculated values
2S+1 = 1
LUMO energy = 0.993 eV
structure (SMILES) = CC(=O)[C@@H]1C[C@@H]2[C@@H](C)[C@@H]21
HOMO level = -9.00 eV
molecular weight = 124.18 Da
frontier orbital gap = 0.3674 Ha

Model two:
DFT (wB97M-V/def2-TZVPD) results for the molecule C8H12O.

Structure (XYZ):
```
21
C8H12O | OMol25 | wB97M-V/def2-TZVPD
C -0.910 1.409 0.910
C -0.859 -0.170 1.200
C 0.103 1.179 -1.563
C 0.227 1.644 -0.111
C 2.022 -0.344 -0.210
C 0.750 0.295 -0.538
C -0.164 -0.737 0.041
C -0.154 -2.067 -0.748
O 2.601 -0.132 0.959
H -1.794 1.661 0.402
H -0.821 1.853 1.917
H -0.218 -0.195 2.047
H -1.924 -0.389 1.302
H -0.809 0.929 -2.028
H 0.698 1.740 -2.411
H 0.843 2.372 0.203
H 2.680 -1.056 -0.746
H 0.498 -1.891 -1.488
H -1.185 -2.391 -1.157
H 0.030 -2.966 -0.072
H 2.442 0.643 1.524
```

Calculated values
2S+1 = 1
LUMO energy (spin up / spin down) = 0.745 / 0.779 eV
HOMO level (spin up / spin down) = -6.43 / -6.62 eV
molecular weight = 124.18 Da
frontier orbital gap (spin up / spin down) = 0.2637 / 0.2718 Ha

Result of the stability comparison: model one is the most stable of them.

Model one:
DFT (wB97M-V/def2-TZVPD) results for a cluster of 2 separate species, C11H18O in total.

Structure (XYZ):
```
30
C11H18O | OMol25 | wB97M-V/def2-TZVPD
C -2.557 0.498 1.637
C -1.238 0.499 2.408
C -3.828 1.129 2.289
H -2.849 -0.558 1.522
H -2.477 0.832 0.598
H -1.347 -0.272 3.170
H -0.401 0.290 1.745
H -3.797 0.942 3.357
H -4.693 0.673 1.823
H -1.057 1.458 2.882
H -3.802 2.188 2.050
C -1.192 -0.739 -1.877
C -0.835 -1.013 -3.340
C 0.050 -0.416 -1.086
C 0.368 0.857 -0.644
C 0.999 -1.421 -0.908
C 1.560 1.103 0.029
C 2.224 -1.173 -0.308
C 2.511 0.094 0.204
O 3.593 0.213 1.016
H -1.914 0.082 -1.834
H -1.746 -1.559 -1.417
H -0.509 -2.028 -3.553
H -0.252 1.695 -0.939
H 0.861 -2.452 -1.213
H 1.860 2.114 0.293
H 3.043 -1.876 -0.388
H 3.906 1.123 1.061
H -0.293 -0.211 -3.827
H -1.783 -1.010 -3.918
```

Calculated values
2S+1 = 1
LUMO energy = 0.848 eV
structure (SMILES) = CCc1ccc(O)cc1.CCC
HOMO level = -8.44 eV
molecular weight = 166.26 Da
frontier orbital gap = 0.3414 Ha

Model two:
DFT (wB97M-V/def2-TZVPD) results for a cluster of 2 separate species, C11H18O in total.

Structure (XYZ):
```
30
C11H18O | OMol25 | wB97M-V/def2-TZVPD
C 0.207 0.707 2.817
C 1.629 0.573 -2.059
C 0.991 -0.054 1.747
C 1.705 -0.121 -0.700
C 0.927 0.626 0.382
H 0.613 1.727 2.929
H -0.855 0.781 2.526
H 0.271 0.194 3.791
H 0.579 0.646 -2.389
H 2.047 1.592 -1.987
H 2.199 0.013 -2.819
H 2.051 -0.136 2.056
H 0.586 -1.080 1.655
H 2.763 -0.203 -0.386
H 1.299 -1.147 -0.787
H -0.132 0.708 0.070
H 1.332 1.652 0.472
O -0.069 -1.812 -2.228
C -2.253 0.272 0.642
C -1.608 -0.927 0.951
C -2.165 0.783 -0.652
C -0.881 -1.612 -0.020
C -1.440 0.103 -1.631
C -0.798 -1.095 -1.313
H -0.096 -1.333 -3.092
H -2.824 0.808 1.411
H -1.670 -1.339 1.967
H -2.667 1.725 -0.910
H -0.369 -2.556 0.208
H -1.372 0.507 -2.650
```

Calculated values
2S+1 = 1
LUMO energy = 0.856 eV
structure (SMILES) = Oc1ccccc1.CCCCC
HOMO level = -8.80 eV
molecular weight = 166.26 Da
frontier orbital gap = 0.3548 Ha

Result of the stability comparison: model one is the most stable of them.